[1]
{"formula": "H3N3", "method": "ωB97M-V/def2-TZVPD", "elements": ["N", "N", "N", "H", "H", "H"], "coordinates": [[-0.926999, 0.086340, 0.059287], [2.414784, 0.283530, 0.056840], [2.482933, -0.734090, 0.477508], [-1.626110, 0.457514, 0.708622], [-0.528518, 0.808646, -0.636451], [-1.816092, -0.901940, -0.665804]], "atomic_forces_ev_per_a": [[-1.957, -2.832, -2.943], [0.131, -1.998, 0.822], [-0.115, 1.992, -0.820], [0.272, 0.387, -0.629], [-1.635, -1.466, 1.283], [3.303, 3.918, 2.286]], "charge": 0, "energy_ha": -166.0146, "e_above_lowest_kcal_mol": 55.89, "homo_lumo_gap_ev": 10.659, "e_lumo_ev": 0.530}

---

[2]
{"formula": "C10H27Cl2IrO2P2", "method": "ωB97M-V/def2-TZVPD", "elements": ["C", "C", "H", "H", "H", "O", "Cl", "Ir", "P", "C", "C", "H", "H", "H", "H", "H", "H", "C", "H", "H", "H", "P", "C", "C", "H", "H", "H", "C", "H", "H", "H", "H", "H", "H", "Cl", "C", "C", "O", "H", "H", "H", "H", "H", "H"], "coordinates": [[-1.835688, 5.418843, -1.138618], [-1.572648, 3.935628, -1.041160], [-2.546998, 5.639974, -0.331520], [-2.287591, 5.653982, -2.120097], [-0.897669, 5.987090, -1.000656], [-2.133451, 3.155954, -0.303361], [-0.276857, 3.378123, -2.108488], [0.274560, -0.228734, -0.132905], [-1.277479, -0.964748, -1.594632], [-2.518713, -2.118873, -0.925899], [-2.220163, 0.428028, -2.246631], [-3.001607, 0.036542, -2.916970], [-1.365973, -2.150379, -3.698731], [-1.536210, 1.094072, -2.794731], [0.193617, -1.270497, -3.511141], [-3.045717, -1.660312, -0.083805], [-2.655803, 0.978713, -1.397318], [-0.560720, -1.881580, -2.999490], [-3.248059, -2.354323, -1.709722], [-0.086288, -2.796848, -2.620236], [-2.054825, -3.050054, -0.583468], [2.003780, 0.539308, 1.113880], [2.051209, -0.009226, 2.849075], [3.632915, 0.043404, 0.471469], [1.845755, 2.724029, 0.124008], [2.785511, 2.719603, 1.676753], [0.979560, 2.610340, 1.694422], [1.896889, 2.339122, 1.152464], [3.736794, 0.341611, -0.578094], [4.408204, 0.523678, 1.083836], [2.885330, 0.483895, 3.365129], [2.190516, -1.094775, 2.911443], [3.727293, -1.047677, 0.548379], [1.115966, 0.257136, 3.351835], [1.384930, 0.630437, -1.906156], [-0.049937, -3.784469, 2.570490], [0.362114, -2.961583, 1.355818], [-0.219024, -1.618625, 1.412459], [0.225913, -3.285255, 3.505613], [0.492802, -4.732740, 2.529877], [-1.119077, -4.004353, 2.605878], [1.446717, -2.833853, 1.265606], [0.004959, -3.431668, 0.421614], [-1.134838, -1.638942, 1.733781]], "atomic_forces_ev_per_a": [[-0.160, -0.277, 0.256], [-1.244, -0.252, 1.476], [0.211, 0.145, -0.346], [0.335, -0.071, 0.422], [-0.472, -0.284, -0.211], [1.113, 0.948, -1.315], [0.221, 0.033, -0.228], [0.086, 2.299, -2.190], [-3.006, -1.789, -1.491], [-0.007, 0.055, 0.030], [0.104, 0.168, -0.018], [0.186, 0.175, 0.223], [0.191, 0.062, 0.234], [-0.356, -0.199, 0.158], [-0.249, -0.213, 0.074], [-0.009, -0.013, -0.137], [0.034, -0.092, -0.417], [0.205, 0.147, 0.175], [0.102, -0.007, 0.151], [-0.094, 0.172, -0.180], [-0.051, 0.137, -0.129], [2.268, 0.514, 2.910], [-0.006, 0.162, 0.062], [-0.135, 0.084, -0.128], [0.073, 0.010, 0.371], [-0.286, 0.092, -0.156], [0.306, 0.049, -0.135], [0.129, 0.137, -0.024], [0.103, -0.062, 0.290], [-0.155, -0.152, -0.158], [-0.153, -0.109, -0.099], [-0.019, 0.233, -0.058], [0.060, 0.256, -0.029], [0.159, -0.044, -0.065], [0.842, -0.112, -0.923], [0.519, 0.127, -0.034], [-0.633, -0.813, 0.067], [-0.140, -1.562, 1.371], [0.025, -0.031, -0.189], [-0.146, 0.029, 0.057], [0.050, 0.063, -0.202], [-0.199, 0.144, 0.201], [0.172, 0.099, 0.356], [0.029, -0.257, -0.018]], "charge": 2, "energy_ha": -2254.4321, "e_above_lowest_kcal_mol": 11.32, "multiplicity": 5, "homo_lumo_gap_ev": [7.329, 5.403], "e_lumo_ev": [-6.450, -10.842], "s2": 6.01}

---

[3]
{"formula": "C5H13N2O", "method": "ωB97M-V/def2-TZVPD", "elements": ["C", "C", "N", "C", "O", "C", "N", "C", "H", "H", "H", "H", "H", "H", "H", "H", "H", "H", "H", "H", "H"], "coordinates": [[-2.316087, -2.101206, -1.529094], [-1.325992, -1.585001, -0.489986], [-1.480102, -0.131572, -0.553426], [-0.605281, 0.928121, -0.303082], [-0.741831, 1.992106, -0.873080], [0.369862, 0.800770, 0.882921], [1.611663, 1.601198, 0.557142], [2.821286, 1.162265, 1.459592], [-2.499809, -1.471189, -2.367787], [-3.263786, -2.449437, -1.183916], [-1.890315, -3.050208, -2.020230], [-0.180361, -1.869627, -0.876332], [-1.316059, -2.054880, 0.525240], [-2.322931, 0.153691, -1.002200], [0.017789, 1.124341, 1.875735], [0.627406, -0.235592, 1.044314], [1.828581, 1.305913, -0.481138], [1.410770, 2.726489, 0.628036], [2.888839, 0.127178, 1.136311], [2.610800, 1.376850, 2.611447], [3.755557, 1.649789, 0.959532]], "atomic_forces_ev_per_a": [[1.317, -3.401, -0.583], [3.330, -0.495, -1.129], [1.668, 1.094, 1.537], [-2.322, -0.705, 0.403], [0.722, -0.032, 0.279], [0.204, 0.114, -0.108], [0.314, 1.423, -0.698], [0.151, 1.390, -0.923], [0.179, 0.943, -0.392], [-0.693, 0.125, 0.785], [-0.475, 1.272, 0.777], [-2.811, 0.806, 0.772], [-0.759, 0.563, -0.751], [-0.242, 0.436, -0.518], [-0.454, 0.238, -0.709], [0.528, -0.336, -0.200], [-0.226, 1.429, 2.370], [0.471, -3.586, -0.618], [0.185, -0.321, 0.967], [0.579, -0.504, -2.826], [-1.664, -0.454, 1.566]], "charge": 1, "energy_ha": -382.7606, "e_above_lowest_kcal_mol": 63.42, "homo_lumo_gap_ev": 9.561, "e_lumo_ev": -3.734, "smiles": "CCNC(=O)C[NH2+]C"}

---

[4]
{"formula": "C32H37IMnN3O4S2Si", "method": "ωB97M-V/def2-TZVPD", "elements": ["Mn", "C", "C", "N", "C", "C", "C", "O", "C", "C", "N", "C", "C", "C", "C", "C", "C", "I", "C", "O", "H", "H", "H", "H", "H", "H", "H", "H", "H", "H", "H", "H", "C", "Si", "C", "C", "C", "C", "C", "C", "N", "C", "S", "H", "H", "H", "H", "H", "H", "H", "H", "H", "H", "H", "H", "C", "C", "C", "C", "C", "C", "C", "S", "C", "O", "H", "H", "H", "H", "H", "H", "H", "H", "H", "H", "C", "C", "O", "H", "H", "H"], "coordinates": [[-0.275750, 0.789484, 0.240641], [-2.715438, -3.243886, -1.330284], [-1.983934, -2.658570, -2.490113], [-2.459743, -2.797715, -3.676993], [-1.787558, -2.174980, -4.718308], [-0.821306, -1.213839, -4.570462], [-0.388761, -0.433801, -5.776704], [1.000820, -0.658693, -6.038588], [-0.334590, -0.948499, -3.275147], [0.442501, 0.228550, -3.011046], [0.657360, 0.670328, -1.821166], [1.410291, 1.813558, -1.491851], [2.372423, 2.460467, -2.266520], [2.987863, 3.576492, -1.723924], [2.628140, 4.032839, -0.453758], [1.662250, 3.373826, 0.298787], [1.067345, 2.236306, -0.211059], [-1.995570, 2.603556, 0.925067], [-0.636652, -2.013427, -2.232997], [0.469117, -1.623376, -0.136154], [-3.554998, -3.835404, -1.686567], [-3.062396, -2.438817, -0.680388], [-2.049330, -3.861910, -0.721317], [-2.160701, -2.413806, -5.708232], [-0.572776, 0.632459, -5.622172], [-0.985918, -0.750111, -6.634687], [1.372371, 0.139012, -6.425224], [0.830908, 0.786513, -3.863206], [2.657498, 2.088893, -3.244731], [3.756469, 4.092213, -2.286507], [3.113206, 4.911586, -0.046069], [1.383067, 3.746387, 1.277275], [-1.091556, -2.068305, 5.962562], [0.365380, -2.618166, 4.935733], [1.690532, -3.145093, 6.169716], [-0.068892, -4.101367, 3.892071], [1.134474, -1.285284, 3.874456], [2.475690, -0.973064, 3.979038], [3.057423, -0.002523, 3.163687], [2.253851, 0.599474, 2.226799], [0.953958, 0.320922, 2.070244], [0.353690, -0.595116, 2.890348], [-1.327136, -0.837255, 2.722787], [-1.237741, -2.749001, 6.809524], [-1.997326, -2.039889, 5.357618], [-0.926063, -1.060755, 6.354318], [1.306074, -3.929676, 6.830014], [1.992710, -2.300025, 6.796981], [2.585227, -3.536870, 5.675874], [-0.654642, -4.833491, 4.458230], [0.833740, -4.595680, 3.520701], [-0.662458, -3.765936, 3.038057], [3.093378, -1.486944, 4.709713], [4.107262, 0.248722, 3.221598], [2.670397, 1.328371, 1.546708], [5.927613, 0.943815, -6.282978], [5.318026, 0.473546, -4.986256], [5.829501, 0.887712, -3.759881], [5.253589, 0.475498, -2.563905], [4.160869, -0.371265, -2.595015], [3.620900, -0.786470, -3.806028], [4.206482, -0.368919, -4.991454], [3.384402, -0.815114, -1.035166], [3.948885, -2.516489, -1.017627], [4.183093, -0.115692, 0.016905], [6.930257, 1.341126, -6.124700], [5.325736, 1.736549, -6.733733], [5.992550, 0.130166, -7.006744], [6.687945, 1.550671, -3.739397], [5.625640, 0.806098, -1.600954], [2.739875, -1.419927, -3.839293], [3.789574, -0.703928, -5.934703], [5.031282, -2.483468, -0.891502], [3.671755, -3.018994, -1.943945], [3.466984, -2.994184, -0.164815], [0.407718, -3.142456, -2.400614], [-0.530132, -1.414845, -0.820510], [-1.488866, -0.624199, -0.481620], [0.335961, -3.580584, -3.397717], [0.245516, -3.914663, -1.648224], [1.401765, -2.728766, -2.249898]], "atomic_forces_ev_per_a": [[0.393, 0.048, 1.558], [-0.008, -0.010, -0.032], [0.063, 0.009, 0.045], [0.108, 0.130, -0.217], [-0.248, -0.168, 0.119], [0.083, 0.009, 0.113], [0.048, 0.039, 0.018], [0.013, 0.013, 0.049], [-0.038, 0.134, -0.017], [-0.079, -0.145, -0.029], [0.025, 0.171, 0.020], [-0.100, -0.084, -0.214], [0.014, 0.028, -0.011], [-0.048, -0.010, 0.068], [0.024, -0.043, -0.064], [0.021, 0.097, 0.143], [-0.136, 0.067, -0.272], [-0.156, 0.358, -0.172], [0.032, 0.098, -0.064], [0.100, -0.164, -0.116], [0.006, -0.016, 0.009], [0.003, 0.011, 0.002], [0.005, 0.018, -0.007], [0.000, -0.007, 0.014], [-0.026, 0.030, 0.002], [-0.015, -0.015, -0.048], [0.001, -0.010, -0.026], [0.030, -0.077, -0.065], [0.001, -0.003, 0.005], [-0.002, 0.010, 0.009], [0.008, 0.008, -0.012], [0.001, -0.011, -0.007], [-0.170, 0.056, 0.129], [0.069, 0.113, -0.051], [0.122, -0.068, 0.087], [-0.106, -0.190, -0.123], [-0.029, 0.103, -0.154], [-0.035, 0.003, 0.059], [0.014, 0.003, 0.051], [-0.064, 0.028, -0.064], [-0.094, -0.271, -0.257], [0.016, 0.186, 0.126], [0.189, -0.029, -0.054], [0.010, 0.039, -0.040], [0.032, 0.014, 0.041], [-0.018, -0.040, -0.001], [0.009, 0.046, -0.043], [0.001, -0.062, -0.009], [-0.042, 0.014, 0.037], [0.041, 0.027, -0.032], [-0.035, 0.020, 0.007], [0.025, -0.040, 0.033], [-0.015, 0.021, -0.010], [-0.015, 0.000, -0.008], [0.007, -0.031, -0.029], [-0.020, -0.008, 0.059], [0.008, 0.017, -0.001], [-0.019, 0.008, 0.008], [0.051, 0.010, -0.073], [-0.009, -0.032, -0.045], [0.002, 0.010, -0.034], [-0.003, 0.014, 0.024], [0.243, 0.470, 0.217], [0.063, -0.133, 0.106], [-0.088, -0.201, -0.259], [-0.009, -0.009, -0.001], [0.001, -0.007, 0.005], [-0.001, 0.004, 0.009], [-0.007, -0.015, 0.004], [-0.019, -0.005, -0.027], [0.019, 0.011, 0.003], [-0.009, -0.016, 0.003], [-0.014, -0.076, -0.019], [0.003, 0.005, 0.030], [0.017, -0.004, -0.024], [-0.007, -0.033, -0.038], [-0.618, -0.111, 0.213], [0.345, -0.395, -0.705], [0.012, 0.023, 0.015], [0.019, 0.014, 0.006], [0.008, 0.001, 0.031]], "charge": -1, "energy_ha": -4241.4980, "multiplicity": 6, "homo_lumo_gap_ev": [5.603, 4.421], "e_lumo_ev": [1.779, 0.603], "s2": 9.02}

---

[5]
{"formula": "C3H5CoO5", "method": "ωB97M-V/def2-TZVPD", "elements": ["O", "C", "C", "O", "H", "H", "H", "H", "H", "Co", "O", "C", "O", "O"], "coordinates": [[-1.521358, 1.022507, -0.892178], [-1.161023, 1.433358, 0.281217], [0.559028, 1.853454, 0.332305], [1.153876, 1.180810, 1.311801], [1.482378, -2.522435, -1.595769], [-1.300981, 0.765980, 1.150046], [-1.650819, 2.459958, -0.069946], [0.523123, 2.945345, 0.484161], [0.881858, 1.604213, -0.692322], [1.059708, -0.606118, 1.294931], [-0.082807, -1.751043, 0.606030], [-0.080840, -2.563705, -0.391140], [-0.458332, -3.725277, -0.362483], [0.596187, -2.097048, -1.456651]], "atomic_forces_ev_per_a": [[0.472, -1.336, 0.345], [-0.773, 1.215, -2.732], [1.118, 0.552, 0.013], [-0.452, 1.567, -0.546], [-1.524, -0.001, 0.084], [-0.610, 0.714, -0.029], [0.351, -0.474, 2.265], [-0.026, -0.370, 0.209], [-0.311, -0.155, 0.267], [0.301, -1.320, 0.246], [-0.836, 1.216, 1.633], [0.740, -5.335, -1.089], [-0.082, 2.435, 0.294], [1.632, 1.292, -0.960]], "charge": 1, "energy_ha": -1875.7849, "e_above_lowest_kcal_mol": 46.00, "multiplicity": 6, "homo_lumo_gap_ev": [8.889, 5.458], "e_lumo_ev": [-4.944, -8.343], "s2": 8.77}

---

[6]
{"formula": "C4H4NO2", "method": "ωB97M-V/def2-TZVPD", "elements": ["C", "N", "O", "C", "C", "C", "O", "H", "H", "H", "H"], "coordinates": [[-0.256040, 0.536240, -2.955694], [0.076396, 0.385132, -1.867033], [0.367262, 0.146592, -0.732302], [-0.548541, 0.052390, 0.411973], [0.293042, 0.188709, 1.649105], [1.080442, -0.819287, 1.978868], [1.852298, -1.602236, 2.304869], [-0.352782, 0.317618, -3.965725], [-1.357478, 0.884663, 0.553319], [-1.161674, -0.915247, 0.164443], [0.007075, 0.825426, 2.458178]], "atomic_forces_ev_per_a": [[1.125, -0.300, 2.568], [-2.565, 0.541, -4.630], [2.951, 0.287, 2.778], [-3.761, -0.122, 2.122], [-1.138, -1.184, -1.340], [1.251, -0.482, 0.793], [-0.483, 0.142, -0.334], [-0.427, 0.157, -1.625], [1.668, -1.116, -1.242], [1.417, 1.508, 0.824], [-0.038, 0.569, 0.086]], "charge": 1, "energy_ha": -359.5816, "e_above_lowest_kcal_mol": 31.82, "homo_lumo_gap_ev": 8.975, "e_lumo_ev": -4.721, "smiles": "C#[N+]OCC=C=O"}

---

Please write out number 6 again, unchanged.
{"formula": "C4H4NO2", "method": "ωB97M-V/def2-TZVPD", "elements": ["C", "N", "O", "C", "C", "C", "O", "H", "H", "H", "H"], "coordinates": [[-0.256040, 0.536240, -2.955694], [0.076396, 0.385132, -1.867033], [0.367262, 0.146592, -0.732302], [-0.548541, 0.052390, 0.411973], [0.293042, 0.188709, 1.649105], [1.080442, -0.819287, 1.978868], [1.852298, -1.602236, 2.304869], [-0.352782, 0.317618, -3.965725], [-1.357478, 0.884663, 0.553319], [-1.161674, -0.915247, 0.164443], [0.007075, 0.825426, 2.458178]], "atomic_forces_ev_per_a": [[1.125, -0.300, 2.568], [-2.565, 0.541, -4.630], [2.951, 0.287, 2.778], [-3.761, -0.122, 2.122], [-1.138, -1.184, -1.340], [1.251, -0.482, 0.793], [-0.483, 0.142, -0.334], [-0.427, 0.157, -1.625], [1.668, -1.116, -1.242], [1.417, 1.508, 0.824], [-0.038, 0.569, 0.086]], "charge": 1, "energy_ha": -359.5816, "e_above_lowest_kcal_mol": 31.82, "homo_lumo_gap_ev": 8.975, "e_lumo_ev": -4.721, "smiles": "C#[N+]OCC=C=O"}